Entry from OMol25: the molecule C4H7NO at a distorted geometry (wB97M-V/def2-TZVPD).

Values from the calculation:
LUMO level, eV: 0.954
Energy relative to the best compared isomer or geometry (same formula, charge and spin), kcal per mole: 48.0
SMILES: C[C@H]1CC(=O)N1
Total energy, Eh: -286.55512

Bonds (Å) are listed after each position.
Geometry (Å):
1 C -1.3747 -0.5096 0.4153  C2 1.636, H7 1.084, H8 1.135, H9 1.087
2 C -0.3342 0.0219 -0.7299  C1 1.636, C3 1.577, N6 1.448, H10 1.122
3 C 0.5981 1.2271 -0.3221  C2 1.577, C4 1.539, H11 1.107, H12 1.090
4 C 1.3702 0.1218 0.4204  C3 1.539, O5 1.202, N6 1.365
5 O 2.1788 0.0621 1.3078  C4 1.202
6 N 0.7579 -0.8402 -0.3289  C2 1.448, C4 1.365, H13 1.006
7 H -2.2584 -0.9565 -0.0255  C1 1.084
8 H -1.0030 -1.3018 1.1384  C1 1.135
9 H -1.5916 0.3220 1.0800  C1 1.087
10 H -0.4408 -0.0113 -1.8467  C2 1.122
11 H 1.2410 1.6156 -1.1355  C3 1.107
12 H 0.2139 2.0807 0.2366  C3 1.090
13 H 0.6429 -1.8321 -0.2102  N6 1.006

***

Entry from OMol25: the molecule C4H7NO (wB97M-V/def2-TZVPD).

Values from the calculation:
LUMO level, eV: 0.882
Energy relative to the best compared isomer or geometry (same formula, charge and spin), kcal per mole: 33.5
SMILES: O=CN1CCC1
Total energy, Eh: -286.57833

Bonds (Å) are listed after each position.
Geometry (Å):
1 O -1.4202 -2.2833 -0.9985  C2 1.215
2 C -1.0607 -1.6978 0.0040  O1 1.215, N3 1.338, H7 1.110
3 N -0.4024 -0.5332 0.0025  C2 1.338, C4 1.452, C6 1.450
4 C -0.0718 0.3700 -1.0855  N3 1.452, C5 1.559, H8 1.097, H9 1.098
5 C 0.6094 1.2686 -0.0087  C4 1.559, C6 1.541, H10 1.089, H11 1.089
6 C 0.1182 0.2902 1.0763  N3 1.450, C5 1.541, H12 1.095, H13 1.097
7 H -1.2221 -2.0310 1.0501  C2 1.110
8 H 0.5779 -0.1050 -1.8315  C4 1.097
9 H -0.9391 0.7687 -1.6283  C4 1.098
10 H 1.6863 1.3144 -0.1619  C5 1.089
11 H 0.2008 2.2540 0.2098  C5 1.089
12 H -0.6828 0.7173 1.6879  C6 1.095
13 H 0.8839 -0.1401 1.7330  C6 1.097

***

Entry from OMol25: the molecule C4H7NO (wB97M-V/def2-TZVPD).

Values from the calculation:
LUMO level, eV: 1.046
Energy relative to the best compared isomer or geometry (same formula, charge and spin), kcal per mole: 29.2
SMILES: O=CNC1CC1
Total energy, Eh: -286.58512

Bonds (Å) are listed after each position.
Geometry (Å):
1 O 2.8866 -1.5103 -0.2641  C2 1.213
2 C 1.9102 -0.8541 -0.5609  O1 1.213, N3 1.363, H7 1.107
3 N 0.9933 -0.3860 0.3320  C2 1.363, C4 1.433, H8 1.011
4 C -0.0375 0.5484 -0.0116  N3 1.433, C5 1.498, C6 1.506, H9 1.089
5 C -1.2581 0.5799 0.8563  C4 1.498, C6 1.500, H10 1.087, H11 1.086
6 C -1.3526 0.0398 -0.5401  C4 1.506, C5 1.500, H12 1.086, H13 1.086
7 H 1.6643 -0.5740 -1.6036  C2 1.107
8 H 1.2339 -0.5184 1.3054  N3 1.011
9 H 0.3115 1.5044 -0.4003  C4 1.089
10 H -1.3036 -0.1361 1.6723  C5 1.087
11 H -1.6979 1.5474 1.0781  C5 1.086
12 H -1.8621 0.6334 -1.2931  C6 1.086
13 H -1.4558 -1.0351 -0.6531  C6 1.086